1.
DFT (the ωB97M-V functional and the def2-TZVPD basis) results for C48H51ClIN4O4OsTe as an isolated structure at a distorted geometry.

Summary:
Net charge = +2
HOMO level (spin up / spin down) = -12.39 / -12.63 eV
Frontier orbital gap (spin up / spin down) = 5.21 / 6.01 eV
Multiplicity = 2

Cartesian coordinates (Å):
Os1 0.507 -0.227 -1.635
Cl1 -5.171 -3.587 -3.202
C1 -3.535 -3.205 -2.815
C2 -2.533 -4.077 -3.143
C3 -1.180 -3.789 -2.845
I1 0.301 -5.178 -3.254
C4 -0.846 -2.594 -2.257
O1 0.400 -2.203 -1.955
C5 -1.896 -1.719 -1.885
N1 -1.492 -0.604 -1.213
C6 -2.388 0.255 -0.774
C7 -3.760 0.062 -0.993
C8 -4.186 -1.036 -1.690
C9 -3.244 -1.988 -2.142
H1 -2.779 -5.005 -3.641
H2 -2.012 1.129 -0.257
H3 -4.457 0.809 -0.640
H4 -5.237 -1.187 -1.899
C10 -2.659 -4.895 1.776
C11 -2.424 -3.858 0.651
N2 -1.363 -2.928 1.026
C12 -0.109 -3.656 1.189
C13 -0.247 -4.743 2.283
N3 -1.636 -4.627 2.846
C14 -1.840 -3.256 3.429
C15 -1.719 -2.243 2.263
H5 -2.520 -5.923 1.445
H6 -3.638 -4.806 2.243
H7 -3.339 -3.298 0.460
H8 -2.139 -4.358 -0.275
H9 0.676 -2.953 1.463
H10 0.163 -4.106 0.233
H11 0.446 -4.601 3.110
H12 -0.135 -5.756 1.900
H13 -1.748 -5.318 3.585
H14 -1.080 -3.117 4.197
H15 -2.821 -3.249 3.901
H16 -0.966 -1.486 2.486
H17 -2.667 -1.725 2.115
C16 -6.347 2.196 -4.359
C17 -4.868 2.081 -4.118
C18 -4.084 1.225 -4.882
C19 -2.710 1.129 -4.701
C20 -1.914 0.194 -5.575
C21 -2.111 1.940 -3.730
C22 -2.868 2.834 -2.960
C23 -2.243 3.743 -1.930
C24 -4.243 2.869 -3.157
C25 -0.650 1.818 -3.440
O2 0.140 2.714 -3.353
O3 -0.287 0.529 -3.209
H18 -6.742 1.308 -4.850
H19 -6.557 3.050 -5.006
H20 -6.892 2.354 -3.429
H21 -4.554 0.618 -5.649
H22 -2.578 -0.398 -6.201
H23 -1.293 -0.482 -4.989
H24 -1.248 0.753 -6.236
H25 -1.411 4.303 -2.351
H26 -1.843 3.183 -1.079
H27 -2.981 4.449 -1.554
H28 -4.841 3.554 -2.565
C26 2.603 1.635 7.760
C27 2.319 1.436 6.299
C28 1.987 2.508 5.482
C29 1.702 2.346 4.131
C30 1.404 3.571 3.305
C31 1.754 1.055 3.592
Te1 1.251 0.808 1.542
N4 0.907 1.497 -0.985
C32 2.085 1.599 -1.728
O4 2.370 0.498 -2.292
C33 2.881 2.797 -1.843
C34 3.847 2.887 -2.847
C35 4.601 4.040 -2.954
C36 4.396 5.088 -2.063
C37 3.433 4.997 -1.064
C38 2.663 3.854 -0.958
C39 2.902 -0.239 0.820
C40 2.594 -1.370 0.061
C41 3.585 -2.071 -0.612
C42 4.898 -1.652 -0.478
C43 5.202 -0.539 0.297
C44 4.219 0.204 0.949
C45 4.595 1.428 1.734
C46 2.081 -0.049 4.390
C47 2.175 -1.451 3.848
C48 2.360 0.166 5.733
H29 2.924 2.654 7.967
H30 3.377 0.952 8.109
H31 1.706 1.445 8.352
H32 1.956 3.506 5.906
H33 1.157 4.415 3.947
H34 0.567 3.428 2.620
H35 2.273 3.855 2.705
H36 3.982 2.064 -3.535
H37 5.344 4.130 -3.735
H38 4.988 5.989 -2.153
H39 3.281 5.821 -0.381
H40 1.891 3.769 -0.203
H41 1.575 -1.761 0.054
H42 3.331 -2.931 -1.218
H43 5.692 -2.187 -0.981
H44 6.234 -0.219 0.380
H45 5.568 1.801 1.418
H46 4.645 1.214 2.804
H47 3.865 2.229 1.595
H48 1.346 -1.675 3.169
H49 2.163 -2.175 4.662
H50 3.095 -1.602 3.280
H51 2.624 -0.681 6.357

Atom charges from the Mulliken analysis, given in e for atoms 1 to 8:
1. Os 1.2636
2. Cl -0.2387
3. C 0.7943
4. C -0.3941
5. C 0.1734
6. I 0.1216
7. C 0.2739
8. O -0.3273



2.
DFT (the ωB97M-V functional and the def2-TZVPD basis) results for C48H51F6NO5SSeSn as an isolated structure.

Summary:
Net charge = -2
HOMO level = -1.90 eV
Frontier orbital gap = 5.45 eV

Cartesian coordinates (Å):
Sn1 -0.651 -2.656 0.383
C1 2.176 3.841 4.642
C2 2.110 2.451 5.289
C3 3.541 1.979 5.546
C4 1.399 2.565 6.646
C5 1.346 1.500 4.373
C6 1.899 0.365 3.819
C7 1.178 -0.447 2.951
Se1 2.020 -2.028 2.282
C8 2.895 -1.248 0.768
C9 4.090 -0.597 0.984
C10 4.783 0.023 -0.047
C11 4.212 -0.078 -1.308
C12 3.014 -0.731 -1.585
C13 2.293 -1.345 -0.517
O1 1.175 -1.977 -0.697
C14 2.582 -0.731 -3.062
C15 1.235 -1.394 -3.338
C16 3.640 -1.467 -3.902
C17 2.467 0.721 -3.560
C18 6.086 0.761 0.244
C19 5.823 1.884 1.257
C20 7.115 -0.214 0.831
C21 6.690 1.391 -1.011
C22 -0.146 -0.149 2.564
O2 -0.809 -0.855 1.707
C23 -0.759 0.976 3.219
C24 0.004 1.755 4.063
C25 -2.253 1.246 3.032
C26 -2.722 2.473 3.820
C27 -3.041 0.033 3.543
C28 -2.593 1.492 1.558
H1 2.717 4.541 5.285
H2 2.685 3.789 3.679
H3 1.177 4.240 4.468
H4 4.048 2.682 6.212
H5 3.559 0.994 6.015
H6 4.113 1.920 4.619
H7 1.948 3.234 7.315
H8 0.389 2.958 6.532
H9 1.321 1.586 7.120
H10 2.917 0.071 4.045
H11 4.479 -0.576 1.996
H12 4.727 0.379 -2.142
H13 1.208 -2.441 -3.050
H14 0.452 -0.886 -2.783
H15 1.020 -1.317 -4.409
H16 3.717 -2.507 -3.581
H17 3.355 -1.458 -4.958
H18 4.627 -1.012 -3.812
H19 1.733 1.266 -2.966
H20 3.413 1.259 -3.502
H21 2.137 0.730 -4.603
H22 5.408 1.489 2.184
H23 6.749 2.416 1.497
H24 5.104 2.600 0.856
H25 6.745 -0.672 1.748
H26 7.329 -1.016 0.123
H27 8.050 0.304 1.063
H28 6.009 2.113 -1.464
H29 7.614 1.915 -0.751
H30 6.932 0.635 -1.761
H31 -0.466 2.613 4.526
H32 -2.574 2.350 4.895
H33 -2.212 3.386 3.503
H34 -3.791 2.611 3.647
H35 -2.836 -0.130 4.605
H36 -4.113 0.207 3.421
H37 -2.790 -0.865 2.983
H38 -2.025 2.346 1.177
H39 -2.365 0.610 0.968
H40 -3.658 1.717 1.451
F1 -6.508 -5.145 5.152
C29 -5.918 -4.502 4.120
C30 -4.541 -4.366 4.062
F2 -3.788 -4.877 5.052
C31 -3.949 -3.711 2.998
F3 -2.614 -3.617 3.021
C32 -4.673 -3.154 1.931
S1 -3.933 -2.328 0.608
C33 -6.066 -3.309 2.044
F4 -6.882 -2.814 1.097
C34 -6.678 -3.962 3.095
F5 -8.020 -4.080 3.137
C35 -2.831 -1.815 -7.178
C36 -3.556 -0.842 -6.256
C37 -3.476 0.570 -6.824
C38 -4.155 1.560 -5.899
C39 -3.525 1.492 -4.540
C40 -3.440 2.603 -3.733
C41 -2.857 2.501 -2.475
F6 -2.779 3.628 -1.728
C42 -2.376 1.320 -1.990
C43 -2.460 0.175 -2.791
C44 -1.962 -1.097 -2.233
O3 -1.511 -1.070 -1.079
C45 -2.018 -2.212 -3.129
C46 -2.522 -2.020 -4.374
N1 -3.008 -0.865 -4.886
C47 -3.003 0.266 -4.079
C48 -1.484 -3.624 -2.846
O4 -1.408 -4.385 -3.820
O5 -1.208 -3.873 -1.648
H41 -3.120 -1.596 -8.207
H42 -3.077 -2.855 -6.980
H43 -1.751 -1.697 -7.088
H44 -4.614 -1.129 -6.195
H45 -3.945 0.570 -7.811
H46 -2.424 0.839 -6.959
H47 -5.220 1.312 -5.827
H48 -4.093 2.578 -6.291
H49 -3.817 3.560 -4.068
H50 -1.932 1.242 -1.009
H51 -2.505 -2.890 -5.014

Atom charges from the Mulliken analysis, given in e for atoms 1 to 8:
1. Sn 0.9253
2. C -1.6229
3. C 2.1433
4. C -1.9440
5. C -1.7924
6. C -0.4526
7. C -0.1643
8. C -0.5742



Table of relative energy (zero: lowest compared OMol25 entry of this formula, charge and spin) (kJ/mol), in record order: 480.99, 6.00
Table of E_tot (eV), in record order: -95122.9323, -160654.7957